(1)
Molecular formula: C26H72F6NO16S2Zn
Method: DFT, ωB97M-V/def2-TZVPD

Results
- Total charge: +1
- Spin multiplicity: 1
- HOMO-LUMO gap: 6.06 eV
- Energy relative to the best compared isomer or geometry (same formula, charge and spin): 0.0 kJ/mol
- LUMO level: -5.0897 eV

Geometry as XYZ:
```
124
Properties=species:S:1:pos:R:3:forces:R:3:mulliken_charge:R:1
Zn -1.8787 0.5503 3.1685 -1.170 0.530 -1.653 0.40
C 1.7545 -1.4191 2.3284 -0.824 0.776 -0.797 0.57
F 2.6455 -1.9034 1.4689 -1.221 0.513 0.777 -0.09
F 0.7692 -2.2711 2.6078 0.161 -0.123 -0.733 -0.15
F 2.3022 -1.0947 3.4570 0.972 0.254 0.840 -0.15
S 0.9778 0.3152 1.6630 1.798 0.000 -3.716 -0.01
O 1.3644 1.3630 2.5813 -1.280 -0.637 0.882 -0.40
O 1.5913 0.4893 0.3289 -1.756 -0.400 2.665 -0.51
N -0.8053 0.1450 1.6166 3.633 0.009 -0.182 1.41
S -1.2297 -0.3909 0.1441 1.237 -2.733 -2.456 -1.25
O -0.1523 -1.2933 -0.3707 -3.108 2.307 1.206 0.25
O -2.5979 -0.8699 0.1185 1.064 0.832 0.618 -0.09
C -1.3012 1.2308 -0.9436 2.382 -0.093 -0.897 0.39
F -1.1146 2.3517 -0.2657 0.617 -0.065 0.953 -0.14
F -0.3212 1.1566 -1.9027 -1.173 -0.251 1.287 0.09
F -2.4442 1.3714 -1.5213 -1.487 -0.701 -0.695 -0.14
C -2.3849 1.7104 -5.8678 0.188 1.248 -0.340 -1.47
C -0.9352 1.5051 -5.4271 -0.806 0.619 -0.640 0.52
O -0.5040 0.2766 -5.8461 0.700 -2.615 -0.547 -0.63
H -2.5921 2.7585 -5.6518 -0.531 -0.014 0.589 0.40
H -3.1302 1.0304 -5.4551 0.219 0.132 0.494 0.38
H -2.5798 1.7075 -6.9402 0.687 -0.464 -0.234 0.38
H -0.8529 1.5301 -4.3405 -0.019 0.692 0.204 -0.29
H -0.2182 2.1344 -5.9544 -0.594 1.421 0.593 0.43
H 0.4539 0.3389 -5.8600 0.168 -0.742 -0.141 0.34
C -0.4865 3.7674 5.2482 -1.047 -0.158 -1.617 -1.02
C -1.3899 3.7370 3.9426 1.000 -0.115 1.915 -0.37
O -1.0977 2.5336 3.1342 -1.431 0.750 1.174 0.33
H -0.6872 2.9040 5.8826 0.064 0.004 -0.008 0.29
H -0.7268 4.6785 5.7961 0.155 -0.031 0.013 0.42
H 0.5548 3.7720 4.9258 0.036 0.066 0.262 0.21
H -1.1875 4.6576 3.3952 0.011 -0.355 -0.496 0.31
H -2.4394 3.7489 4.2368 0.043 -0.355 -0.327 0.29
H -0.1648 2.5892 2.9147 0.754 -0.502 -0.272 -0.06
C 3.3947 2.1071 5.2741 0.063 1.432 -1.510 -0.48
C 4.2495 3.0484 4.4101 0.260 0.175 0.870 -0.20
O 5.5969 2.5671 4.2716 -0.646 0.169 0.375 -0.57
H 2.3751 2.4036 5.0280 -0.314 -0.538 -0.120 -0.18
H 3.4800 2.3700 6.3284 0.580 -0.933 0.046 0.40
H 3.6685 1.1480 4.8344 -0.474 -0.508 1.090 0.20
H 4.2343 4.0249 4.8942 0.191 0.301 -0.317 0.40
H 3.8530 3.1482 3.3997 -0.068 -0.053 0.031 0.13
H 6.1341 2.9474 4.9704 0.147 -0.063 -0.046 0.31
C -2.6990 -3.5920 2.2136 2.002 -0.131 -0.125 -1.00
C -2.3588 -2.7027 3.3620 1.031 -1.573 1.378 -0.24
O -2.7931 -1.4090 3.0371 -0.403 1.146 0.881 -0.13
H -1.8587 -3.3935 1.5482 -0.417 -0.411 -0.825 0.12
H -3.6339 -3.3335 1.7164 -0.126 -0.414 0.145 0.42
H -2.5832 -4.6043 2.6008 -0.561 -0.206 -0.537 0.42
H -1.2918 -2.6790 3.5836 -0.005 0.023 -0.276 0.16
H -2.8087 -3.1357 4.2554 -0.421 0.716 0.410 0.33
H -3.6576 -1.6944 2.7323 -0.792 1.546 -0.481 0.19
C 1.7477 -0.7908 -3.4445 -0.150 -1.100 1.781 0.75
C 3.1557 -1.0184 -3.9296 0.056 0.746 0.664 -0.48
O 3.1738 -0.7468 -5.2711 0.152 0.020 -2.652 -0.52
H 1.8127 -0.7062 -2.3598 -0.145 0.306 0.261 -0.31
H 1.1449 -1.6929 -3.5483 -0.064 -0.036 -0.489 0.06
H 1.1519 0.0521 -3.7948 0.645 0.109 -0.341 -0.39
H 3.5491 -2.0228 -3.7734 -0.453 -0.279 0.538 0.30
H 3.8750 -0.3213 -3.4998 -0.050 0.116 0.865 0.25
H 4.0024 -1.1053 -5.5975 -0.029 0.154 -0.519 0.32
C -3.7713 3.5302 1.2906 -1.064 1.071 -0.243 -1.02
C -4.2951 2.4925 2.2267 0.011 0.364 -0.491 -0.33
O -3.5438 1.2887 1.9501 0.032 -0.003 1.827 0.11
H -4.3616 4.4290 1.4690 0.394 0.494 0.309 0.49
H -4.1260 3.3054 0.2847 0.611 -0.408 -0.252 0.27
H -2.6982 3.7140 1.3425 -0.218 -0.053 -0.046 0.05
H -5.3509 2.3476 1.9977 -0.012 -0.399 0.055 0.38
H -4.2689 2.7941 3.2738 0.496 -0.383 0.098 0.36
H -3.9721 0.9410 1.1644 -0.131 -1.034 -0.743 -0.19
C 5.2845 0.7210 -0.0095 -0.436 -0.229 -0.202 -1.14
C 4.6787 1.7248 0.9297 0.647 1.606 -1.483 0.61
O 5.7122 2.5318 1.5593 -1.061 -1.489 0.352 -0.59
H 4.5346 0.0448 -0.4200 -0.268 -0.222 0.309 0.16
H 6.0029 0.1520 0.5806 0.359 -0.068 -0.554 0.32
H 5.6535 1.2081 -0.9121 0.744 0.017 0.346 0.29
H 3.9957 1.2181 1.6115 0.062 0.318 0.402 -0.07
H 4.1952 2.5190 0.3609 -1.036 -0.561 -0.160 0.02
H 5.4916 2.3238 2.4701 1.255 0.603 0.586 0.33
C -6.9092 1.7792 -1.3010 -0.103 -0.673 -1.228 -1.14
C -5.8658 0.6530 -1.3430 0.982 2.033 -1.621 -0.02
O -5.4578 0.3393 -0.0642 0.002 -1.239 2.042 -0.32
H -6.5231 2.7818 -1.1167 0.327 -0.242 0.463 0.26
H -7.7126 1.5302 -0.6077 -0.019 0.104 0.020 0.30
H -7.3305 1.8609 -2.3030 -0.325 -0.038 -0.030 0.40
H -4.9341 0.9934 -1.7950 -0.171 0.397 -0.491 -0.04
H -6.0925 -0.2309 -1.9392 -0.689 -0.042 0.195 0.44
H -6.1309 -0.2895 0.2063 0.170 -0.146 0.845 0.20
C -2.7608 -1.8540 -3.1252 0.439 -0.728 1.514 -0.41
C -2.0844 -2.3958 -4.3722 -0.861 1.055 0.346 -0.02
O -2.6424 -1.5746 -5.4105 -0.001 -1.272 -0.407 -0.59
H -2.5958 -0.7831 -3.0069 -0.412 0.132 -0.439 -0.06
H -2.4039 -2.2373 -2.1693 0.624 -0.462 0.007 0.11
H -3.8042 -2.1631 -3.0619 -0.243 0.592 -0.555 0.36
H -2.3483 -3.4438 -4.5144 -0.311 0.102 -0.395 0.34
H -0.9974 -2.4019 -4.2920 0.126 0.528 -0.250 -0.06
H -2.1363 -0.7713 -5.5523 0.684 -0.273 0.095 0.25
C 2.3107 -3.8857 -1.2282 -0.437 0.871 0.680 0.29
C 2.9154 -5.0083 -2.0348 0.550 0.234 1.302 -0.56
O 2.4480 -4.8211 -3.3185 -0.461 -0.590 -1.647 -0.50
H 2.8583 -2.9447 -1.2808 0.421 -0.139 0.159 -0.08
H 2.0451 -4.1000 -0.1930 0.362 -0.138 0.157 -0.04
H 1.3755 -3.5995 -1.7093 -0.284 -0.222 0.021 -0.02
H 2.5601 -5.9731 -1.6728 0.261 -0.227 0.321 0.31
H 4.0052 -5.0138 -2.0546 -0.016 0.037 0.145 0.32
H 1.5551 -5.1450 -3.1792 -0.417 0.223 -1.119 0.30
C 2.4261 3.3046 -1.9723 -0.774 1.119 0.381 -0.30
C 1.1477 4.1531 -2.2185 0.415 -0.644 -0.850 0.01
O 1.3185 5.2273 -3.1415 -0.047 -0.415 -0.111 -0.56
H 3.1961 4.0222 -1.6889 0.352 -0.286 0.259 0.52
H 2.7905 2.7243 -2.8200 -0.335 0.192 -0.182 0.19
H 2.2033 2.6219 -1.1524 0.266 -0.040 0.097 -0.26
H 0.7018 4.5723 -1.3165 0.254 -0.261 0.454 0.22
H 0.4163 3.4734 -2.6556 -0.244 0.277 -0.142 -0.13
H 2.0475 5.7773 -2.8456 0.099 0.033 0.062 0.33
C 1.4388 -5.6573 3.1446 -1.105 0.901 -0.146 -0.73
C 1.7995 -6.8941 2.2951 -0.436 2.431 0.486 -0.17
O 2.5912 -7.6899 3.1012 0.449 -1.383 0.191 -0.51
H 0.7836 -5.8266 3.9991 0.180 -0.697 0.187 0.35
H 0.8631 -4.9028 2.6085 -0.114 -0.070 -0.713 0.00
H 2.2702 -5.0621 3.5222 0.515 -0.591 -0.083 0.35
H 2.3542 -6.4914 1.4476 0.246 -0.362 -0.247 0.04
H 0.9135 -7.3949 1.9049 -0.073 -0.051 0.109 0.34
H 2.1277 -8.5243 3.2039 0.322 -0.170 0.186 0.33
```
Forces are in eV/Å.

(2)
Molecular formula: C26H72O26S8
Method: DFT, ωB97M-V/def2-TZVPD

Results
- Total charge: +1
- Spin multiplicity: 2
- HOMO-LUMO gap (alpha / beta): 10.04 / 3.22 eV
- LUMO level (alpha / beta): -2.7682 / -9.5890 eV

Geometry as XYZ:
```
132
Properties=species:S:1:pos:R:3:forces:R:3:lowdin_spin:R:1
C -2.1260 -2.4625 4.0627 -1.249 0.803 -1.212 0.13
O -2.8854 -1.5393 4.8043 -0.534 -2.453 -0.436 0.74
H -1.6298 -1.8841 3.2834 0.778 0.031 0.067 0.03
H -1.4127 -2.9568 4.7223 0.569 0.036 0.500 0.07
H -2.7632 -3.2097 3.5897 -0.341 -0.102 0.588 0.01
H -2.4003 -0.7118 4.8452 1.014 2.358 0.672 0.01
C 0.0351 0.2375 -0.1055 -0.032 0.271 -0.041 0.00
O -0.8900 -0.7646 0.3441 0.101 0.723 -0.005 0.00
H 0.5073 0.8015 0.6989 0.160 -0.328 0.522 0.00
H 0.8134 -0.2257 -0.7119 0.047 0.174 -0.172 0.00
H -0.4571 1.0356 -0.6613 -0.335 -0.516 -0.395 0.00
H -0.3615 -1.3112 0.9301 0.020 -0.249 0.167 0.00
O 2.1475 3.2144 -4.0189 -1.738 -2.734 0.484 0.00
S 1.6107 1.8485 -3.8417 -0.148 0.790 -0.996 0.00
O 0.2965 1.5530 -3.1763 3.370 0.733 -1.558 0.00
O 1.6145 1.1846 -5.3765 0.495 1.053 2.170 0.00
C 0.9003 -0.0586 -5.5270 -0.710 0.883 -0.504 0.00
C 1.4766 -0.8442 -6.6830 -0.653 0.149 0.500 0.00
C 2.9696 0.8415 -3.2035 -0.604 -0.212 0.356 0.00
H -0.0921 0.3398 -5.7383 -0.424 -0.893 0.002 0.00
H 0.8766 -0.6852 -4.6355 0.215 0.333 0.282 0.00
H 2.5632 -0.8786 -6.6053 -0.087 -0.151 -0.191 0.00
H 1.1234 -0.4560 -7.6384 0.362 0.009 0.008 0.00
H 1.0304 -1.8255 -6.5218 0.337 -0.350 -0.433 0.00
H 2.9527 0.7814 -2.1152 -0.193 0.160 -0.100 0.00
H 3.9340 1.2321 -3.5281 -0.363 0.219 -0.236 0.00
H 2.8006 -0.1576 -3.6050 0.098 0.061 0.113 0.00
O -1.8903 0.8923 5.5519 0.007 -1.874 -0.826 0.00
S -1.3535 2.0770 6.1303 1.411 3.471 2.279 0.00
O -0.3981 2.0291 7.2574 -1.762 -0.175 -2.925 0.00
O -0.8103 3.0914 4.9005 -2.131 -1.095 1.335 0.00
C 0.5626 3.2299 4.6080 2.662 -1.493 0.012 0.00
C 1.1872 1.9127 4.1077 0.264 -0.599 0.205 0.00
C -2.8074 3.0482 6.6848 0.960 -0.803 -0.107 0.00
H 1.0985 3.5783 5.4909 -0.071 -0.077 0.141 0.00
H 0.8270 3.9478 3.8316 -1.263 0.437 -0.003 0.00
H 1.3771 1.1511 4.8640 -0.214 0.233 0.480 0.00
H 2.1653 2.0536 3.6477 -0.017 0.493 -0.009 0.00
H 0.5960 1.3735 3.3676 -0.410 0.380 -0.244 0.00
H -3.5566 3.1169 5.8961 0.493 0.614 -0.244 0.00
H -2.3528 3.9352 7.1259 -0.537 0.249 -0.376 0.00
H -3.3182 2.4791 7.4615 0.500 -0.252 0.185 0.00
O 1.0961 -1.4816 4.4230 1.194 -1.121 -1.963 0.00
S 1.6901 -2.1704 3.2717 1.310 -0.321 -0.022 0.00
O 0.9323 -2.1963 2.0141 0.994 0.071 1.458 0.00
O 3.2368 -1.5809 3.0093 -4.429 -0.022 3.424 0.00
C 3.8991 -1.7541 1.8233 2.233 1.302 -1.796 0.00
C 4.5841 -0.4323 1.4229 0.151 -0.300 -0.785 0.00
C 2.0711 -3.9261 3.7334 -0.458 0.673 0.677 0.00
H 3.2123 -2.0078 1.0157 0.351 -0.615 -0.011 0.00
H 4.7634 -2.3777 2.0515 -0.493 -0.996 -0.478 0.00
H 5.2264 0.0369 2.1681 -0.717 0.048 0.547 0.00
H 3.8782 0.2394 0.9345 0.103 0.292 0.354 0.00
H 5.3445 -0.6757 0.6809 -0.229 -0.243 -0.452 0.00
H 2.5218 -3.9631 4.7252 0.236 0.544 -0.078 0.00
H 2.7177 -4.4771 3.0505 -0.220 0.484 -0.355 0.00
H 1.1168 -4.4314 3.8818 -0.123 0.061 -0.481 0.00
O -6.0301 1.3778 -2.6092 0.447 -1.245 2.385 0.00
S -5.6876 0.8234 -1.2937 -0.135 -0.228 0.981 0.00
O -6.2882 1.3101 -0.0370 0.766 -1.243 -2.670 0.00
O -5.8417 -0.8771 -1.2811 -0.759 2.648 -0.028 0.00
C -5.6753 -1.6044 -2.5144 0.387 -0.312 0.433 0.00
C -5.5167 -3.0522 -2.1008 0.862 0.106 0.027 0.00
C -3.8920 0.9169 -1.0468 0.088 -0.025 -1.016 0.00
H -4.7685 -1.2158 -2.9779 0.109 -0.233 -0.259 0.00
H -6.4791 -1.5556 -3.2490 -0.324 0.683 0.381 0.00
H -6.3907 -3.5266 -1.6547 -0.250 0.200 -0.529 0.00
H -4.7478 -3.1483 -1.3342 0.247 0.121 -0.059 0.00
H -5.1436 -3.5480 -2.9970 -0.298 -0.563 0.114 0.00
H -3.5986 1.9273 -0.7621 -0.384 0.002 0.140 0.00
H -3.4477 0.7308 -2.0246 -0.041 0.009 -0.121 0.00
H -3.4687 0.1665 -0.3791 -0.549 0.061 0.250 0.00
O -1.4995 5.6041 1.1436 -2.287 -1.104 0.044 0.00
S -2.9115 5.2459 1.3768 1.816 0.151 1.669 0.00
O -3.9601 5.9347 0.6773 0.875 -1.274 0.360 0.00
O -3.1485 3.6092 1.2703 -1.407 1.376 -0.903 0.00
C -2.2912 2.6349 1.8033 2.210 -0.660 0.521 0.00
C -2.8927 1.5106 2.7065 -0.635 0.828 -1.219 0.00
C -3.1883 5.3285 3.1799 -0.235 0.323 -1.127 0.00
H -1.4605 3.1090 2.3260 -0.199 0.341 0.642 0.00
H -1.7026 2.2297 0.9803 -0.512 -0.574 -0.334 0.00
H -2.0936 0.8764 3.0904 0.201 0.437 0.078 0.00
H -3.5549 0.8469 2.1505 -0.089 0.143 -0.320 0.00
H -3.5119 1.9346 3.4969 0.292 0.018 0.222 0.00
H -3.0739 6.3651 3.4968 0.047 -0.095 -0.057 0.00
H -2.4688 4.6739 3.6717 -0.083 0.057 -0.066 0.00
H -4.2229 5.0037 3.2909 0.106 -0.015 0.239 0.00
O 2.8843 4.7803 3.0690 0.824 0.528 -0.690 0.00
S 3.4844 5.6254 2.0502 -0.146 1.395 -1.181 0.00
O 4.9072 5.9557 2.0191 -2.489 -0.907 0.144 0.00
O 3.1168 4.9911 0.5647 1.012 0.730 1.831 0.00
C 1.7654 4.6149 0.4012 -1.401 -0.833 -0.944 0.00
C 1.6939 3.5486 -0.6783 0.038 -0.318 -0.041 0.00
C 2.4714 7.2088 1.9364 1.288 -1.418 -0.429 0.00
H 1.1100 5.4158 0.0590 0.426 0.593 0.017 0.00
H 1.2923 4.2699 1.3205 0.372 -0.191 0.214 0.00
H 2.1928 3.8416 -1.6021 -0.006 0.270 0.122 0.00
H 0.6540 3.3482 -0.9365 -0.093 0.076 0.034 0.00
H 2.1376 2.6011 -0.3725 0.113 -0.040 0.237 0.00
H 2.7828 7.7948 2.8012 -0.460 -0.009 -0.078 0.00
H 1.4204 6.9473 1.8133 0.064 -0.001 0.653 0.00
H 2.7740 7.6725 0.9975 0.296 0.080 0.184 0.00
O 2.9290 -1.6512 -1.4633 0.462 -0.826 -0.694 0.00
S 2.4767 -2.8337 -2.1516 -1.314 -2.044 0.335 0.00
O 1.8705 -2.7555 -3.4822 1.160 0.077 1.599 0.00
O 3.6850 -3.9931 -2.1786 -1.181 2.625 1.508 0.00
C 3.6440 -4.9987 -3.1450 0.775 -1.259 -2.456 0.00
C 4.9697 -5.8121 -3.0437 -0.414 1.761 0.355 0.00
C 1.3257 -3.6876 -0.9593 1.219 0.624 -0.780 0.00
H 3.5618 -4.5083 -4.1150 0.196 -0.071 -0.214 0.00
H 2.7788 -5.6610 -3.1157 -0.217 0.007 0.729 0.00
H 5.8013 -5.1352 -3.2394 -0.018 0.217 -0.068 0.00
H 5.0934 -6.6054 -3.7809 -0.524 -0.271 0.489 0.00
H 5.0665 -6.0396 -1.9821 0.126 -0.894 -0.214 0.00
H 1.9447 -3.8910 -0.0855 0.118 -0.289 -0.211 0.00
H 0.9712 -4.5787 -1.4773 -0.206 0.091 0.282 0.00
H 0.5575 -2.9961 -0.6131 -0.131 -0.042 -0.566 0.00
O -0.5719 -6.5015 -3.0968 -0.840 1.994 -1.095 0.00
S -1.1032 -5.4571 -3.9781 0.895 -1.231 -0.638 0.00
O -2.4497 -5.5623 -4.5075 1.504 0.286 0.546 0.00
O -0.9209 -4.0652 -3.2115 -0.207 -1.317 0.594 0.00
C -1.3263 -2.8519 -3.8466 0.270 1.288 0.467 0.00
C -1.2108 -1.7692 -2.7585 0.151 -0.263 0.567 0.00
C 0.1360 -5.2118 -5.3447 -0.712 0.173 0.288 0.00
H -2.3400 -2.9372 -4.2379 0.125 -0.088 -0.142 0.00
H -0.5704 -2.6797 -4.6128 -0.347 0.302 -0.325 0.00
H -0.2102 -1.7886 -2.3265 0.073 -0.017 -0.262 0.00
H -1.8567 -1.9570 -1.9008 -0.278 -0.296 -0.152 0.00
H -1.3799 -0.7236 -3.0157 -0.093 -0.174 -0.720 0.00
H 1.0744 -4.8398 -4.9336 -0.128 -0.246 0.335 0.00
H -0.2150 -4.4472 -6.0377 -0.335 -0.053 0.119 0.00
H 0.2877 -6.1247 -5.9206 -0.190 -0.119 0.383 0.00
```
Forces are in eV/Å.